Formula: C24H72N4O10
Source: the OMol25 dataset
Level of theory: the ωB97M-V functional and the def2-TZVPD basis

```
110
Properties=species:S:1:pos:R:3:forces:R:3
C 2.3456 -0.9234 0.0545 -0.09 -0.89 -0.27
O 3.2212 -1.8139 0.7244 0.74 0.55 0.06
C 2.9447 -1.8928 2.1012 -0.03 -1.31 0.20
C 3.9322 -2.8488 2.7879 0.64 -0.29 -0.51
C 3.3916 -3.3961 4.1013 -0.35 0.06 -0.18
N 5.2530 -2.2324 3.0354 -0.70 1.27 0.30
H 2.6331 -0.8936 -0.9955 0.21 0.09 0.05
H 2.3724 0.0890 0.4613 -0.14 -0.01 0.12
H 1.3551 -1.3926 0.0883 -0.27 0.55 0.15
H 3.0164 -0.9257 2.6113 -0.27 0.22 -0.12
H 1.9483 -2.3422 2.2071 -0.18 0.37 0.16
H 4.1134 -3.7044 2.1296 -0.18 0.11 -0.17
H 3.2862 -2.5898 4.8315 -0.07 -0.07 0.09
H 4.0175 -4.1797 4.5235 0.29 0.19 -0.05
H 2.4168 -3.8612 3.9334 -0.09 0.17 0.06
H 4.9843 -1.4374 3.6311 0.53 -0.34 0.44
H 5.5433 -1.6815 2.2246 0.01 -0.67 -0.38
C 2.6633 -5.1835 -0.5032 -0.72 0.07 0.03
O 1.4036 -4.7147 -0.9577 0.21 0.22 -0.07
C 0.2998 -5.1783 -0.2234 -0.53 1.39 -0.09
C -0.9501 -4.4702 -0.7967 -0.45 -1.00 0.20
C -1.2343 -4.9002 -2.2289 -0.24 1.09 0.07
N -0.8824 -3.0106 -0.6443 1.18 -0.22 -0.28
H 2.7859 -5.0306 0.5733 -0.01 0.15 0.03
H 3.3935 -4.5882 -1.0420 0.26 -0.27 0.02
H 2.7323 -6.2581 -0.6955 0.32 0.00 -0.14
H 0.2560 -6.2693 -0.2800 -0.25 -0.04 0.33
H 0.3221 -4.7492 0.7912 0.52 -0.78 0.31
H -1.8112 -4.6996 -0.1555 0.12 -0.70 -0.14
H -2.0749 -4.2656 -2.5239 -0.05 -0.36 -0.44
H -1.4682 -5.9543 -2.3547 -0.09 -0.03 0.23
H -0.3876 -4.6631 -2.8750 0.03 0.02 0.03
H -0.0370 -2.7577 -1.1657 -0.16 0.31 0.11
H -0.6234 -2.8812 0.3409 -0.11 0.40 -0.08
C -0.8640 0.4950 5.2641 -0.89 0.40 -0.02
O -0.9937 -0.1350 4.0068 1.01 -0.66 0.36
C -2.1612 -0.9137 3.8538 -0.56 0.67 -0.40
C -1.9966 -1.7186 2.5617 0.27 0.06 -0.63
C -3.1017 -2.7491 2.3156 0.71 -0.36 0.92
N -0.6913 -2.3890 2.5217 -0.47 -0.31 -0.28
H 0.0546 1.0725 5.3279 -0.01 0.08 -0.47
H -0.8555 -0.1606 6.1413 -0.15 -0.46 -0.29
H -1.7405 1.1491 5.3402 0.22 0.31 0.48
H -2.3990 -1.5378 4.7224 0.44 -0.25 0.06
H -2.9963 -0.2044 3.7752 -0.26 -0.15 -0.17
H -1.9243 -1.0259 1.7173 -0.45 0.32 0.12
H -3.0609 -3.4051 3.1949 -0.42 0.00 0.06
H -2.8580 -3.4227 1.4957 -0.01 0.37 -0.35
H -4.1106 -2.3616 2.2069 0.06 0.19 -0.03
H -0.7576 -3.2939 2.9734 0.36 0.14 0.35
H -0.0094 -1.7726 2.9472 0.10 -0.33 0.21
C 2.0296 6.1544 2.9747 0.03 1.22 -0.14
O 1.0238 5.1768 2.8999 0.26 0.40 0.11
C 0.6071 4.9701 1.5696 -0.14 -1.43 0.00
C -0.6298 4.0727 1.6264 -0.73 -0.03 -0.03
C -0.3668 2.6456 2.1078 0.67 0.75 0.59
N -1.2359 3.9545 0.2881 0.21 0.35 0.10
H 1.6350 7.1709 2.8239 -0.34 -0.12 -0.33
H 2.7951 6.0293 2.2061 0.20 -0.31 0.12
H 2.4747 6.2594 3.9629 0.01 -0.83 0.09
H 0.4519 5.8904 0.9981 -0.27 0.23 0.27
H 1.3632 4.3942 1.0184 0.31 0.19 0.00
H -1.3319 4.4775 2.3666 0.06 0.42 -0.13
H 0.1988 2.0960 1.3542 -0.29 -0.28 -0.02
H -1.3104 2.1954 2.4128 0.04 -0.37 -0.46
H 0.2405 2.6757 3.0173 0.03 0.03 -0.06
H -2.1143 3.4372 0.3521 0.17 -0.16 -0.16
H -1.4765 4.8558 -0.1161 0.03 0.09 0.25
C -0.5174 0.8886 -5.1514 0.36 -0.30 0.47
C -1.8856 0.2147 -5.0446 0.03 0.37 0.68
O -2.6847 0.8306 -4.0358 -0.30 0.54 0.12
H -0.0496 0.6694 -6.1111 0.10 0.12 0.03
H 0.1539 0.5582 -4.3506 -0.06 -0.54 -0.15
H -0.5090 1.9594 -4.9418 -0.64 0.14 -0.62
H -1.8032 -0.8454 -4.7906 0.27 -0.03 -0.15
H -2.4699 0.2780 -5.9613 0.11 0.19 -0.07
H -2.2932 0.6727 -3.1636 0.12 -0.75 -0.28
C 4.7847 0.5616 -3.6402 -0.02 -0.63 1.47
C 3.4857 1.3189 -3.4733 0.47 0.82 -1.02
O 3.3432 1.9247 -2.2131 0.23 -0.60 0.45
H 4.9291 0.3066 -4.6863 0.18 0.00 -0.01
H 4.7630 -0.3475 -3.0263 -0.07 -0.15 -0.31
H 5.6278 1.1064 -3.2108 -0.02 0.34 -0.45
H 2.6596 0.6540 -3.7434 -0.18 0.15 0.09
H 3.5822 2.1249 -4.2193 -0.62 -0.07 -0.12
H 2.4161 2.1129 -2.0138 -0.01 0.26 0.02
C -4.1792 1.2448 -0.4572 0.05 0.03 0.34
O -3.7982 2.5869 -0.2063 0.51 -0.15 1.79
H -3.6359 0.8061 -1.2962 -0.10 -0.16 0.21
H -3.9539 0.6479 0.4210 0.17 0.07 0.28
H -5.2511 1.1510 -0.6395 0.09 0.02 0.17
H -3.9976 3.1218 -0.9858 -0.31 -0.44 -0.04
C -5.4757 1.9668 -3.0235 -0.18 -0.86 -0.80
O -4.3570 2.6340 -2.4873 -0.80 1.35 -1.26
H -6.3856 2.5564 -3.1565 0.56 0.81 0.13
H -5.1754 1.5924 -4.0038 -0.35 -0.31 0.08
H -5.8192 1.1574 -2.3669 0.35 -0.16 -0.37
H -3.5394 2.1948 -2.7444 -0.29 -0.10 -0.62
C 0.4690 3.9561 -2.6922 -0.13 -0.55 1.07
O 0.9685 3.3840 -1.4864 0.85 -0.59 -0.22
H -0.4272 3.4249 -3.0333 -0.17 0.24 0.08
H 0.2604 5.0043 -2.4700 -0.01 0.10 -0.74
H 1.2355 3.7752 -3.4454 0.05 0.51 -0.01
H 0.3937 3.5469 -0.7189 -0.73 0.02 -0.43
C -0.8053 0.6288 -1.2671 -0.82 -0.13 1.84
O -1.6264 -0.4302 -1.7397 0.13 0.31 -0.89
H 0.0257 0.9609 -1.8851 0.03 -0.48 -0.31
H -1.4338 1.4989 -1.0449 0.01 0.15 -0.35
H -0.4788 0.3362 -0.2643 0.64 0.20 -0.12
H -1.5964 -1.2167 -1.1677 0.21 -0.09 -0.20
```
Forces are in eV/Å.

M in g mol⁻¹: 576.9
HOMO-LUMO gap in eV: 10.0
LUMO level in Ha: 0.022
SMILES: COC[C@H](C)N.COC[C@H](C)N.COC[C@H](C)N.COC[C@H](C)N.CCO.CCO.CO.CO.CO.CO